# 1
The ion C2H3FO2P with charge -1 at a distorted geometry, computed with ωB97M-V/def2-TZVPD.

Last column: Löwdin charge in e.
Atoms and positions in Å:
O: 2.0791 0.6016 0.6541  0.015
C: 0.9525 0.2378 0.4946  -0.676
C: -0.2044 0.8031 0.7617  -0.191
F: -0.2316 2.2024 1.1306  -0.136
O: 0.8031 -1.2351 0.1330  -0.476
P: -0.3406 -1.5985 -0.9283  0.660
H: -1.0108 0.5520 0.0345  0.009
H: -0.3503 -0.4517 -1.7835  -0.103
H: -1.6971 -1.1115 -0.4967  -0.101

Properties
- Multiplicity: 1
- Gap between HOMO and LUMO: 7.5 eV
- F_max: 4.714 eV/Å
- Relative energy (zero: lowest compared OMol25 entry of this formula, charge and spin): 104.9 kcal per mole
- Lowest unoccupied orbital energy: 4.388 eV
- SMILES string: [O-]/C(=C\F)OP
- E_HOMO: -3.07 eV
- Charge: -1



# 2
A structure of composition C9H18NO11Sr at a distorted geometry, computed with ωB97M-V/def2-TZVPD.

Last column: Löwdin charge in e.
Atoms and positions in Å:
Sr: -0.2219 0.2527 0.5557  1.621
O: 3.3144 -2.4869 0.6164  0.076
C: 2.3778 -1.5114 0.4789  -0.812
O: 1.5525 -1.4218 -0.4829  -0.146
O: 2.3393 -0.6219 1.3535  -0.062
H: 3.6424 -2.2438 1.4978  0.110
O: 0.1062 3.5885 3.4360  0.091
C: 0.1076 2.5729 2.5563  -0.841
O: -0.6753 2.5706 1.5435  -0.200
O: 0.8214 1.5827 2.7267  -0.038
H: -0.5930 4.1940 3.1598  0.099
O: -1.3762 -3.2255 3.1785  0.020
C: -0.5002 -2.1689 3.3189  -0.796
O: 0.3824 -2.3164 4.2075  -0.046
O: -0.6265 -1.1112 2.6538  -0.147
H: -0.8354 -3.8298 3.7265  0.095
C: 2.7415 2.1520 -0.2646  -0.083
O: 1.4185 1.8099 -0.6261  -0.288
C: 1.2424 1.7138 -2.0407  -0.209
C: -0.2235 1.9610 -2.3281  -0.183
N: -1.1089 0.9694 -1.6428  -0.163
C: -1.1427 -0.3083 -2.4355  -0.192
C: -2.0637 -1.3913 -1.8959  -0.208
O: -1.8158 -1.6422 -0.5134  -0.264
C: -2.7641 -2.5757 -0.0298  -0.082
H: 3.4530 1.3606 -0.5073  0.099
H: 2.7781 2.3239 0.8098  0.098
H: 3.0585 3.0948 -0.7246  0.088
H: 1.4522 0.7043 -2.4142  0.117
H: 1.9028 2.3721 -2.6088  0.126
H: -0.4129 2.0092 -3.4068  0.117
H: -0.5408 2.9262 -1.9279  0.128
H: -2.0566 1.3290 -1.6985  0.121
H: -0.1452 -0.6926 -2.6456  0.116
H: -1.5731 -0.0514 -3.4129  0.118
H: -1.8669 -2.3358 -2.4075  0.134
H: -3.0771 -0.9903 -2.0157  0.125
H: -3.8045 -2.2431 -0.1185  0.090
H: -2.5310 -2.8506 0.9957  0.081
H: -2.7356 -3.4685 -0.6668  0.089

Properties
- Multiplicity: 1
- Gap between HOMO and LUMO: 6.8 eV
- F_max: 3.785 eV/Å
- Relative energy (zero: lowest compared OMol25 entry of this formula, charge and spin): 1.7 kcal per mole
- Lowest unoccupied orbital energy: 2.078 eV
- E_HOMO: -4.70 eV
- Charge: -1



# 3
The ion C7H14N with charge +1 at a distorted geometry, computed with ωB97M-V/def2-TZVPD.

Last column: Löwdin charge in e.
Atoms and positions in Å:
C: 1.4286 -3.1881 -1.2040  0.011
C: 1.4845 -2.2390 -0.2867  -0.137
C: 0.8208 -0.9615 -0.6310  -0.382
C: 1.6147 -0.2043 -1.3129  0.071
C: -0.4209 -0.4506 -0.1186  -0.136
C: -0.2497 0.5440 1.1911  -0.126
C: -1.5280 1.4224 1.1783  -0.147
N: -1.4798 2.8445 0.5192  0.197
H: 1.3535 -3.0521 -2.2646  0.061
H: 1.7977 -4.2652 -1.1293  0.088
H: 1.7997 -2.4730 0.7211  0.111
H: 2.3662 -0.6493 -1.8335  0.061
H: 1.4762 0.8109 -1.3466  0.050
H: -0.9622 0.1013 -0.9852  0.137
H: -1.3077 -1.0936 0.2572  0.145
H: 0.6620 1.0486 1.0952  0.085
H: -0.1140 0.0387 2.0902  0.094
H: -1.9923 1.5605 2.2764  0.169
H: -2.3555 0.7767 0.8059  0.121
H: -2.0398 3.4110 1.0716  0.115
H: -1.8892 2.8497 -0.4783  0.205
H: -0.4650 3.1683 0.3844  0.205

Properties
- Multiplicity: 1
- Gap between HOMO and LUMO: 7.9 eV
- F_max: 4.949 eV/Å
- Relative energy (zero: lowest compared OMol25 entry of this formula, charge and spin): 79.2 kcal per mole
- Lowest unoccupied orbital energy: -3.915 eV
- SMILES string: C=CC(=C)CCC[NH3+]
- E_HOMO: -11.86 eV
- Charge: +1



# 4
A cluster of 7 separate species, C26H66O17P2 in total at a distorted geometry, computed with ωB97M-V/def2-TZVPD.

Last column: Löwdin charge in e.
Atoms and positions in Å:
C: 6.8128 9.4638 -22.6135  -0.109
O: 6.4707 8.2292 -21.9253  -0.221
P: 5.6614 8.2751 -20.4816  0.554
O: 5.2827 6.9458 -19.9370  -0.248
O: 6.7027 9.1786 -19.4864  -0.251
C: 7.4823 8.5030 -18.5146  -0.141
O: 4.4595 9.3752 -20.7075  -0.250
C: 3.6962 9.9705 -19.6868  -0.110
H: 7.8862 9.4034 -22.7931  0.079
H: 6.6817 10.4349 -22.1363  0.089
H: 6.5494 9.4938 -23.6708  0.084
H: 7.0451 7.7547 -17.8536  0.090
H: 7.7783 9.2448 -17.7729  0.077
H: 8.4726 8.2898 -18.9172  0.087
H: 2.9255 10.5128 -20.2345  0.092
H: 4.3683 10.6415 -19.1518  0.085
H: 3.2439 9.2923 -18.9632  0.092
C: 12.2027 3.7663 -19.5128  -0.070
O: 11.2044 3.2383 -18.5307  -0.231
P: 11.6591 1.9382 -17.6241  0.455
O: 13.0212 1.9998 -16.9660  -0.262
O: 11.4479 0.7387 -18.6147  -0.239
C: 11.1421 -0.5767 -18.2471  -0.105
O: 10.3665 1.7258 -16.6556  -0.227
C: 9.0654 1.6791 -17.2841  -0.102
H: 12.2861 3.1621 -20.4162  0.081
H: 13.2351 3.7467 -19.1639  0.076
H: 12.0441 4.8095 -19.7861  0.082
H: 11.0593 -0.7312 -17.1712  0.101
H: 11.8647 -1.2427 -18.7185  0.091
H: 10.2286 -0.8227 -18.7885  0.090
H: 8.4547 0.8430 -16.9438  0.090
H: 9.1649 1.4595 -18.3471  0.076
H: 8.5143 2.6153 -17.1950  0.093
C: 17.2422 6.3132 -25.6977  -0.196
C: 17.0226 4.8116 -25.7517  -0.177
C: 17.1213 4.5204 -27.2425  -0.169
O: 17.1310 5.8243 -27.9018  -0.149
C: 16.6465 6.7668 -26.9608  -0.242
H: 18.3100 6.5319 -25.7088  0.119
H: 16.9066 6.7659 -24.7646  0.117
H: 16.0464 4.5404 -25.3497  0.109
H: 17.7672 4.2500 -25.1875  0.108
H: 16.2583 4.0243 -27.6866  0.117
H: 18.0755 4.0152 -27.3918  0.115
H: 15.5585 6.7835 -27.0235  0.125
H: 17.0773 7.7402 -27.1958  0.124
C: 13.0343 -2.3152 -24.2402  -0.082
O: 12.1934 -1.7175 -25.2886  -0.201
C: 11.4993 -2.6722 -26.1600  -0.157
C: 10.2188 -3.2757 -25.5214  -0.187
O: 9.1511 -2.3105 -25.5826  -0.178
C: 8.1805 -2.5166 -24.5781  -0.130
H: 12.4819 -3.0899 -23.7084  0.066
H: 13.4005 -1.6394 -23.4672  0.083
H: 13.8708 -2.8380 -24.7038  0.078
H: 12.1962 -3.4642 -26.4339  0.113
H: 11.2270 -2.1326 -27.0671  0.122
H: 10.4756 -3.5050 -24.4872  0.101
H: 9.8569 -4.2098 -25.9509  0.123
H: 7.4458 -1.7115 -24.5962  0.086
H: 8.6540 -2.3788 -23.6060  0.080
H: 7.6315 -3.4560 -24.5126  0.084
C: 7.7459 5.1870 -9.9750  -0.095
O: 7.1845 6.3479 -9.2860  -0.196
C: 7.7941 6.5620 -7.9898  -0.206
C: 7.0786 7.6386 -7.2018  -0.174
O: 7.3219 7.5175 -5.7579  -0.163
C: 6.4423 8.3181 -5.0508  -0.161
H: 7.0646 4.8854 -10.7706  0.082
H: 7.8853 4.2651 -9.4104  0.077
H: 8.7352 5.4086 -10.3752  0.081
H: 8.7838 6.9540 -8.2243  0.120
H: 7.8744 5.6073 -7.4699  0.123
H: 6.0412 7.5934 -7.5330  0.126
H: 7.5119 8.5398 -7.6357  0.122
H: 5.4440 7.9116 -4.8893  0.087
H: 6.5233 9.3820 -5.2735  0.094
H: 6.6992 8.1599 -4.0034  0.083
C: 2.4822 -3.5855 -17.7904  -0.085
O: 1.1307 -4.0126 -17.9879  -0.211
C: 0.7740 -4.8531 -19.0887  -0.205
C: 0.9387 -6.3593 -18.8437  -0.168
O: 2.3162 -6.6810 -19.0182  -0.202
C: 2.7868 -6.8710 -20.3421  -0.116
H: 2.4772 -3.4611 -16.7075  0.089
H: 2.6730 -2.6716 -18.3530  0.081
H: 3.1843 -4.3727 -18.0651  0.078
H: 1.2706 -4.4058 -19.9497  0.121
H: -0.2975 -4.7187 -19.2366  0.118
H: 0.3822 -6.7985 -19.6716  0.119
H: 0.6160 -6.5284 -17.8163  0.135
H: 2.6995 -7.9147 -20.6440  0.080
H: 3.8608 -6.7645 -20.4943  0.083
H: 2.3090 -6.2501 -21.0998  0.082
C: 16.3821 -0.2394 -9.8311  -0.127
O: 15.8420 -0.7757 -8.6546  -0.172
C: 15.8681 -2.2174 -8.6086  -0.202
C: 15.3990 -2.9072 -7.3576  -0.163
O: 15.4027 -4.3441 -7.6109  -0.165
C: 14.7081 -4.9907 -6.6783  -0.200
H: 15.7938 -0.4571 -10.7225  0.085
H: 17.3098 -0.7787 -10.0222  0.078
H: 16.6243 0.8227 -9.7955  0.090
H: 16.8311 -2.6464 -8.8853  0.123
H: 15.2363 -2.6157 -9.4025  0.126
H: 14.3792 -2.5696 -7.1727  0.129
H: 16.0582 -2.7131 -6.5115  0.130
H: 13.6360 -4.7937 -6.6776  0.087
H: 15.1320 -4.7193 -5.7115  0.090
H: 14.6534 -6.0787 -6.7159  0.091

Properties
- Multiplicity: 1
- Gap between HOMO and LUMO: 9.6 eV
- F_max: 3.822 eV/Å
- Relative energy (zero: lowest compared OMol25 entry of this formula, charge and spin): 93.2 kcal per mole
- Lowest unoccupied orbital energy: 0.403 eV
- SMILES string: COP(=O)(OC)OC.COP(=O)(OC)OC.C1CCOC1.COCCOC.COCCOC.COCCOC.COCCOC
- E_HOMO: -9.20 eV